{
  "formula": "C33H76Br2O20PS6",
  "method": "ωB97M-V/def2-TZVPD",
  "homo_ev": -12.23,
  "spin_multiplicity": 1,
  "total_charge": 1,
  "homo_lumo_gap_ev": 9.07,
  "elements": ["C", "C", "C", "P", "C", "O", "C", "O", "C", "C", "C", "C", "C", "C", "C", "C", "Br", "C", "C", "Br", "H", "H", "H", "H", "H", "H", "H", "H", "H", "H", "H", "H", "H", "H", "H", "H", "H", "H", "H", "H", "H", "H", "H", "H", "H", "H", "H", "H", "O", "S", "O", "O", "C", "C", "C", "H", "H", "H", "H", "H", "H", "H", "H", "O", "S", "O", "O", "C", "C", "C", "H", "H", "H", "H", "H", "H", "H", "H", "O", "S", "O", "O", "C", "C", "C", "H", "H", "H", "H", "H", "H", "H", "H", "O", "S", "O", "O", "C", "C", "C", "H", "H", "H", "H", "H", "H", "H", "H", "O", "S", "O", "O", "C", "C", "C", "H", "H", "H", "H", "H", "H", "H", "H", "O", "S", "O", "O", "C", "C", "C", "H", "H", "H", "H", "H", "H", "H", "H"],
  "xyz": [[1.5597, 2.1057, 2.3124], [1.3638, 1.5845, 1.1134], [0.8211, 1.4253, -0.4036], [-1.0279, 0.9138, -0.4762], [-1.9550, 2.1056, -1.6258], [-2.6022, 1.4732, -2.7621], [-3.9882, 1.1193, -2.4717], [-1.1268, -0.7317, -0.9149], [-0.5938, -0.9809, -2.2557], [0.8604, -1.7354, -2.2465], [0.4955, -3.3401, -2.2015], [1.6482, -1.5015, -3.6340], [2.7102, -0.2882, -3.6355], [2.0478, 1.1917, -3.7633], [3.7579, -0.2836, -2.4046], [-1.7585, 1.0244, 1.2968], [-3.3258, -0.2590, 1.2973], [-2.3810, 2.4784, 1.6389], [-2.6039, 2.4964, 3.2650], [-1.1627, 4.0023, 1.2314], [1.8770, 2.6119, 3.3086], [1.4485, 0.5798, -0.8740], [1.0357, 2.3714, -1.0520], [-2.7451, 2.7553, -1.0974], [-1.1671, 2.8449, -2.0625], [-4.0145, 0.5526, -1.4707], [-4.6788, 2.0407, -2.5177], [-4.3333, 0.4014, -3.3193], [-0.5309, -0.0540, -2.9327], [-1.3341, -1.7226, -2.7694], [1.4680, -1.5381, -1.2922], [-0.1703, -3.5675, -3.1294], [-0.0990, -3.5788, -1.2323], [1.4754, -3.9387, -2.2890], [0.8357, -1.2280, -4.4292], [2.1574, -2.4791, -3.9557], [3.3523, -0.4219, -4.6025], [1.8964, 1.3707, -4.9072], [2.7938, 2.0294, -3.4380], [1.0864, 1.3378, -3.1519], [3.2924, -0.4070, -1.3620], [4.2556, 0.7727, -2.4061], [4.6142, -1.0222, -2.6363], [-1.0349, 0.6172, 2.0952], [-3.4274, 2.5631, 1.1659], [-2.9374, 3.5539, 3.5764], [-1.5635, 2.2185, 3.7157], [-3.3672, 1.6705, 3.5335], [1.7621, -3.5051, 0.9598], [0.9756, -3.1323, 2.1078], [1.0585, -1.8160, 2.6947], [1.1863, -4.2367, 3.2724], [2.5144, -4.5101, 3.7212], [3.0563, -3.3877, 4.5878], [-0.7280, -3.4750, 1.7689], [3.1741, -4.7077, 2.8709], [2.4695, -5.4275, 4.3141], [3.1798, -2.4681, 4.0110], [4.0304, -3.6541, 5.0043], [2.3663, -3.1654, 5.4065], [-0.8153, -4.4817, 1.3580], [-1.0750, -2.7404, 1.0403], [-1.2989, -3.3790, 2.6925], [0.7145, 5.3423, 6.3417], [1.2531, 5.9353, 5.1453], [2.2013, 5.2387, 4.3091], [1.8486, 7.3970, 5.5039], [2.8391, 7.4967, 6.5274], [4.1873, 6.9830, 6.0556], [-0.0874, 6.4767, 4.1223], [2.5111, 6.9752, 7.4316], [2.9310, 8.5560, 6.7819], [4.1525, 5.9096, 5.8554], [4.9558, 7.1570, 6.8122], [4.4831, 7.4754, 5.1255], [-0.7975, 7.0370, 4.7307], [-0.5661, 5.5886, 3.7085], [0.3089, 7.0939, 3.3160], [-0.0078, -3.1864, 7.6934], [-1.2233, -2.8788, 6.9852], [-2.3008, -2.1472, 7.6026], [-1.8185, -4.2421, 6.3431], [-2.0831, -5.3440, 7.2107], [-3.3255, -5.1109, 8.0510], [-0.8095, -2.0706, 5.4647], [-1.2133, -5.5549, 7.8402], [-2.2417, -6.2204, 6.5762], [-3.1806, -4.2825, 8.7481], [-3.5718, -6.0003, 8.6355], [-4.1772, -4.8532, 7.4159], [-0.0199, -2.6325, 4.9659], [-0.4597, -1.0665, 5.7073], [-1.7018, -2.0115, 4.8412], [-2.0208, 9.6701, -1.8817], [-2.8279, 8.6508, -2.4999], [-3.7503, 7.8441, -1.7396], [-1.8671, 7.6701, -3.3625], [-0.7806, 7.0304, -2.6987], [-1.2585, 5.9005, -1.8043], [-3.7107, 9.3651, -3.8591], [-0.1914, 7.7596, -2.1344], [-0.1279, 6.6197, -3.4739], [-1.8602, 6.2809, -0.9757], [-0.4115, 5.3557, -1.3797], [-1.8868, 5.2036, -2.3664], [-3.0186, 9.9490, -4.4658], [-4.4862, 10.0114, -3.4468], [-4.1661, 8.5663, -4.4441], [5.1074, 1.0572, -8.0353], [4.3101, 0.0293, -8.6536], [3.3850, -0.7775, -7.8956], [5.2796, -0.9494, -9.5052], [6.3673, -1.5832, -8.8332], [5.8920, -2.7131, -7.9379], [3.4330, 0.7331, -10.0219], [6.9503, -0.8493, -8.2686], [7.0252, -1.9929, -9.6044], [5.2848, -2.3339, -7.1127], [6.7400, -3.2519, -7.5088], [5.2703, -3.4147, -8.5004], [4.1263, 1.3175, -10.6268], [2.6516, 1.3778, -9.6179], [2.9853, -0.0706, -10.6062], [-2.1318, -6.9834, 0.6017], [-3.3493, -6.6772, -0.1054], [-4.4255, -5.9427, 0.5115], [-3.9454, -8.0406, -0.7429], [-4.2094, -9.1409, 0.1277], [-5.4505, -8.9056, 0.9691], [-2.9369, -5.8714, -1.6283], [-3.3388, -9.3509, 0.7564], [-4.3691, -10.0184, -0.5047], [-5.3044, -8.0758, 1.6645], [-5.6964, -9.7937, 1.5558], [-6.3029, -8.6488, 0.3348], [-2.1481, -6.4346, -2.1272], [-2.5864, -4.8671, -1.3871], [-3.8298, -5.8130, -2.2505]],
  "atomic_forces_ev_per_a": [[-0.5776, -2.3724, -6.1921], [-0.1903, 3.7242, 5.0016], [1.6157, -0.2398, 1.2602], [0.5950, -1.7601, 1.0240], [-0.7556, 1.1921, -1.9250], [0.1012, 0.3155, 1.5937], [-0.5459, -0.8502, -0.5273], [0.3043, 3.7648, 0.2938], [1.2142, -1.2806, -2.1098], [-1.0106, -1.7102, -0.2271], [-0.0493, 0.8384, -0.1826], [-0.5272, 1.0442, 0.1134], [0.7048, 0.4408, -0.0394], [0.6690, 0.0677, -0.9043], [0.4998, 0.8407, -0.8193], [-0.3172, 0.1566, -0.2659], [0.9196, 0.7229, 0.0382], [-0.8501, -1.3506, 2.1147], [0.7600, -0.3592, -0.9088], [-0.8409, -0.9813, -0.2184], [-0.6686, -1.3151, -2.2248], [-1.2156, 1.1814, 0.5849], [-0.5929, -1.5312, 1.4617], [1.4225, -1.0976, -0.1981], [-1.1882, -1.3979, 0.8877], [-0.3120, 0.9495, -1.4295], [1.1623, -1.3072, 0.3918], [0.7425, 1.2614, 1.5416], [-0.3125, -1.0877, 1.3072], [1.1689, 1.5078, 1.0052], [-0.8886, 0.0065, -1.4859], [1.1590, 0.2720, 1.5798], [1.1794, 0.2057, -1.6670], [-1.7013, 0.7800, 0.4107], [1.4545, -0.6920, 1.1681], [-0.7393, 1.5266, 0.5266], [-1.1699, 0.2643, 1.7274], [-0.2946, -0.1843, 2.1656], [-1.2537, -1.6482, -0.4526], [1.2757, -0.2769, -1.1232], [0.7772, -0.1730, -1.5737], [-0.7962, -1.9170, 0.0520], [-1.5284, 0.9232, 0.8292], [-0.9086, 0.8163, -1.4570], [1.9553, 0.2405, 0.2705], [0.4724, -1.8732, -0.3557], [-1.9646, 0.6992, -0.5359], [1.1782, 1.5540, -0.3290], [-0.0678, 0.5755, 0.5299], [-0.3337, -0.8349, 0.5172], [0.1612, -0.3459, -0.5578], [-0.7863, 0.6633, -0.8895], [1.1870, -0.0435, 0.4922], [-0.0464, 0.3460, -0.0850], [0.0112, -0.1665, 0.0578], [-0.2031, 0.0636, -0.0567], [-0.3651, 0.0800, -0.2314], [0.0384, -0.0956, 0.0338], [-0.1252, -0.0915, -0.0206], [0.1090, -0.1263, 0.0135], [0.0311, 0.0279, 0.1111], [0.1470, 0.0416, 0.0427], [0.0766, -0.0501, -0.0585], [0.5623, -0.0208, -0.5960], [0.0035, 0.9168, 0.0782], [-0.4741, -0.1007, 0.5402], [-0.8646, -0.7476, -0.6300], [0.9728, -0.0346, 0.7287], [0.0643, -0.2872, -0.1704], [0.0121, 0.1963, 0.0408], [-0.1237, -0.0276, -0.1691], [-0.3480, -0.0927, -0.2373], [0.0160, 0.0992, 0.0601], [-0.1233, 0.0844, -0.0236], [-0.0143, 0.0326, 0.1393], [0.1302, -0.0494, -0.0258], [0.1334, -0.0058, 0.1229], [0.0119, -0.0509, 0.1016], [-0.7161, 0.1370, -0.0815], [-0.3281, -0.2370, -0.3458], [0.7566, -0.4071, -0.0683], [0.5081, 1.0030, -0.2491], [-0.3775, -0.7464, 0.7889], [-0.0794, 0.2772, 0.1890], [0.0242, -0.1831, -0.1206], [0.0137, 0.1788, -0.1042], [0.1680, 0.3216, -0.2073], [-0.0022, -0.1064, -0.0506], [0.0669, -0.0022, -0.1314], [0.0815, -0.1102, 0.0292], [-0.0946, 0.0562, 0.0860], [-0.0223, -0.1282, 0.1203], [0.0191, -0.0276, 0.1124], [-0.3359, -0.7798, 0.0372], [-0.1318, 0.0780, -0.4833], [0.6741, 0.4323, -0.0854], [-0.6070, 0.5580, -0.0135], [0.5876, -0.4651, 0.4766], [-0.2126, 0.0324, 0.2396], [0.1286, -0.0903, -0.1504], [-0.1679, 0.0502, -0.0489], [-0.2601, 0.2664, -0.1370], [0.0713, -0.0488, -0.0711], [0.0591, 0.0828, -0.1218], [0.0712, 0.0542, -0.0359], [-0.0353, -0.0909, 0.1001], [0.1277, -0.0947, 0.1129], [0.0647, 0.0450, 0.0929], [-0.3969, -0.6735, 0.1232], [0.1736, -0.2724, -0.7270], [0.5494, 0.5543, 0.0281], [-0.8405, 0.8083, 0.0357], [0.6982, -0.5973, 0.6395], [-0.2421, -0.0141, 0.2282], [0.1057, -0.0763, -0.1388], [-0.1725, 0.0720, -0.0789], [-0.2853, 0.2688, -0.1422], [0.0822, -0.0263, -0.0646], [0.0036, 0.0640, -0.1354], [0.1338, 0.0433, 0.0111], [-0.0341, -0.0974, 0.0980], [0.1236, -0.0891, 0.0997], [0.0728, 0.0414, 0.0924], [-0.6510, 0.2569, 0.0442], [-0.4487, -0.4869, -0.5768], [0.8026, -0.3100, 0.0028], [0.5779, 1.1506, -0.1714], [-0.3913, -0.7939, 0.8272], [-0.0820, 0.2825, 0.1756], [-0.0066, -0.1648, -0.1429], [0.0157, 0.1738, -0.1148], [0.1719, 0.3340, -0.2078], [-0.0042, -0.1055, -0.0440], [0.0681, -0.0010, -0.1365], [0.0830, -0.1133, 0.0333], [-0.0960, 0.0230, 0.0829], [-0.0424, -0.1116, 0.1220], [0.0566, -0.0410, 0.1031]]
}